{"formula": "C37H46BN7PbS3", "method": "ωB97M-V/def2-TZVPD", "mol_weight_g_mol": 903.04, "lumo_energy_ev": -0.481, "max_force_ev_per_a": 0.70, "gap_ev": 6.57, "species": ["Pb", "C", "C", "C", "C", "C", "C", "C", "H", "H", "H", "H", "H", "H", "H", "H", "C", "C", "C", "C", "N", "C", "C", "N", "B", "N", "C", "C", "N", "C", "S", "C", "C", "C", "C", "N", "C", "C", "N", "C", "S", "C", "C", "C", "C", "C", "S", "H", "H", "H", "H", "H", "H", "H", "H", "H", "H", "H", "H", "H", "H", "H", "H", "H", "H", "H", "H", "H", "H", "H", "H", "H", "H", "H", "H", "H", "H", "H", "H", "H", "H", "N", "C", "C", "C", "C", "C", "C", "C", "C", "C", "H", "H", "H", "H"], "xyz": [[0.81813, 1.55632, 2.19476], [-0.11794, 0.16259, 5.94095], [-0.51296, 1.45906, 5.28678], [0.32807, 2.57069, 5.36087], [-0.02865, 3.77522, 4.77118], [-1.22509, 3.88113, 4.07424], [-2.06101, 2.77769, 3.97854], [-1.70975, 1.57948, 4.58738], [-0.86559, -0.60809, 5.76097], [-0.00296, 0.29371, 7.01825], [0.83513, -0.19633, 5.54583], [1.26267, 2.49529, 5.90632], [0.63207, 4.62988, 4.84904], [-1.49932, 4.81617, 3.60283], [-2.98895, 2.84464, 3.42501], [-2.36611, 0.72227, 4.49608], [0.04751, -5.84143, 1.52749], [0.22886, -4.44864, 2.12599], [-0.80381, -4.26404, 3.24213], [1.66635, -4.34357, 2.64436], [-0.00404, -3.43224, 1.05989], [-0.42400, -3.75584, -0.21934], [-0.61988, -2.60682, -0.88763], [-0.30694, -1.56040, -0.04689], [-0.44425, -0.07363, -0.43454], [0.78391, 0.42060, -1.27598], [1.71875, -0.57282, -1.80032], [2.06480, 1.27760, -3.41291], [2.08286, 2.10589, -2.20623], [1.18215, 1.70965, -1.25567], [0.37561, 2.83775, -0.24198], [3.24555, 3.06187, -2.16060], [3.18395, 3.95077, -3.41474], [3.34454, 3.98393, -0.94815], [4.52786, 2.21643, -2.17283], [-1.72778, 0.14073, -1.23460], [-1.85947, 0.49089, -2.56144], [-3.14403, 0.80980, -2.78720], [-3.84061, 0.65835, -1.59535], [-2.94956, 0.23619, -0.62768], [-3.21115, -0.17034, 0.97878], [-5.24952, 1.09592, -1.39696], [-5.28737, 2.25003, -0.39000], [-5.78838, 1.59460, -2.73462], [-6.11830, -0.07760, -0.93456], [0.04017, -2.06535, 1.15453], [0.40332, -1.17005, 2.56482], [0.24014, -6.57528, 2.30829], [0.75424, -6.02432, 0.71607], [-0.96871, -5.99717, 1.16306], [-0.67177, -5.03548, 4.00183], [-1.81249, -4.34235, 2.83252], [-0.69699, -3.29125, 3.71253], [1.82263, -5.08701, 3.42704], [1.86560, -3.35923, 3.05602], [2.37491, -4.53523, 1.83586], [-0.55646, -4.76492, -0.55759], [-0.98285, -2.44276, -1.88769], [-0.55032, 0.52596, 0.58935], [1.18869, -1.50887, -1.95893], [2.77426, 1.65601, -4.13944], [2.16008, 4.28104, -3.59499], [3.55928, 3.44485, -4.30491], [3.80305, 4.83402, -3.26140], [2.52542, 4.69322, -0.90903], [4.28541, 4.53124, -1.03716], [3.36944, 3.41669, -0.02173], [4.52264, 1.47341, -2.97257], [4.64400, 1.70235, -1.21898], [5.38957, 2.86833, -2.32621], [-1.03002, 0.47524, -3.24668], [-3.61063, 1.10136, -3.70879], [-4.64573, 3.06812, -0.72471], [-4.94183, 1.91486, 0.58432], [-6.30866, 2.62118, -0.29032], [-5.21720, 2.44995, -3.09918], [-6.82203, 1.90906, -2.60096], [-5.77091, 0.80268, -3.48584], [-5.75130, -0.47325, 0.00634], [-6.10729, -0.87440, -1.68129], [-7.14671, 0.26027, -0.79661], [3.66513, -4.10526, -5.33552], [3.53432, -3.32037, -4.50446], [3.36634, -2.35795, -3.45792], [3.67098, -2.75744, -2.18594], [3.67646, -1.92390, -1.02796], [2.88278, -0.84220, -0.83955], [2.35125, -0.14829, -3.08208], [3.03931, -1.00079, -3.84727], [2.93286, 0.01567, 0.27990], [2.69543, 0.77389, 1.20715], [4.05650, -3.76365, -2.07008], [4.36758, -2.17864, -0.23318], [1.06101, 1.34810, -3.84934], [3.39776, -0.67544, -4.81877]]}

---

{"formula": "C3H4N4", "method": "ωB97M-V/def2-TZVPD", "mol_weight_g_mol": 96.09, "lumo_energy_ev": [-0.591, -0.592], "max_force_ev_per_a": 1.28, "gap_ev": [7.00, 7.00], "species": ["C", "C", "N", "N", "N", "C", "N", "H", "H", "H", "H"], "xyz": [[-0.35586, -0.12660, 0.20979], [0.62508, -0.18379, -0.85551], [-1.63056, -0.52133, 0.26786], [0.42618, 0.20444, 1.25282], [0.65268, 0.01278, -2.09584], [1.75213, 0.37659, 0.48417], [2.85114, 0.75310, 0.67338], [-2.12186, -0.73435, -0.58525], [-2.05016, -0.83996, 1.12882], [0.10115, 0.78193, 2.02550], [-0.24990, 0.27719, -2.50574]]}

---

{"formula": "C36H57BrCdN8O2SSi", "method": "ωB97M-V/def2-TZVPD", "mol_weight_g_mol": 886.38, "lumo_energy_ev": -4.919, "max_force_ev_per_a": 1.90, "gap_ev": 7.67, "charge": 2, "species": ["Cd", "N", "C", "N", "C", "N", "N", "C", "C", "C", "C", "C", "C", "N", "C", "C", "C", "C", "C", "C", "H", "H", "H", "H", "H", "H", "H", "H", "H", "H", "H", "N", "C", "C", "N", "C", "H", "H", "H", "H", "C", "C", "C", "C", "Si", "Br", "C", "C", "C", "C", "C", "C", "C", "C", "H", "H", "H", "H", "H", "H", "H", "H", "H", "H", "H", "H", "H", "H", "H", "H", "H", "H", "H", "H", "H", "H", "H", "H", "H", "H", "H", "O", "C", "O", "C", "N", "C", "C", "C", "H", "H", "H", "H", "H", "H", "H", "H", "H", "C", "S", "C", "H", "H", "H", "H", "H", "H"], "xyz": [[-0.09373, -0.28107, 1.90701], [0.06817, -5.02137, -0.22159], [0.49187, -4.11447, 0.67381], [-0.22363, -3.16467, 1.16121], [-1.54293, -3.04177, 0.75071], [-2.34283, -2.24637, 1.38091], [-1.82133, -1.47887, 2.32841], [-2.36623, -1.35857, 3.47791], [-1.69903, -0.57537, 4.49841], [-2.36363, -0.24567, 5.68011], [-1.68923, 0.45233, 6.66521], [-0.35153, 0.75943, 6.45541], [0.23567, 0.38693, 5.25431], [-0.41443, -0.24387, 4.28771], [-2.05443, -3.91947, -0.27919], [-3.36273, -3.82977, -0.75499], [-3.83683, -4.78767, -1.62349], [-3.01603, -5.83327, -2.04209], [-1.70853, -5.92127, -1.60849], [-1.22403, -4.96447, -0.72299], [0.66557, -5.78487, -0.50879], [1.51567, -4.20827, 1.01581], [-3.28893, -1.87487, 3.73981], [-3.39763, -0.52817, 5.80271], [-2.18623, 0.73073, 7.58141], [0.21847, 1.27673, 7.21091], [1.27667, 0.60893, 5.06421], [-3.98413, -3.01707, -0.41439], [-4.85833, -4.74247, -1.96249], [-3.40783, -6.59177, -2.70129], [-1.06703, -6.72487, -1.94159], [4.05407, -1.40257, 2.29331], [4.09397, -0.88177, 1.03501], [2.85157, -0.37257, 0.80311], [2.06657, -0.58147, 1.89651], [2.81687, -1.20117, 2.77921], [4.81857, -1.85867, 2.76801], [4.96657, -0.91387, 0.41851], [2.47167, 0.12733, -0.06449], [2.48897, -1.52137, 3.75091], [1.67987, -1.61507, -5.11009], [1.59187, -1.17707, -3.64159], [2.78087, -0.24637, -3.37669], [1.78397, -2.40437, -2.74209], [-0.13433, -0.29627, -3.33119], [-0.37053, -0.31577, -0.80039], [-1.71123, -1.32427, -3.86979], [-2.00043, -1.08067, -5.35629], [-1.49113, -2.82857, -3.67519], [-2.96113, -0.95747, -3.06079], [-0.18743, 1.62333, -3.69589], [0.74107, 2.43043, -2.78039], [-1.60013, 2.17993, -3.48499], [0.21547, 1.88093, -5.15349], [2.66317, -2.03857, -5.30619], [1.54177, -0.77237, -5.78149], [0.94207, -2.37237, -5.35429], [3.70637, -0.79367, -3.54599], [2.78797, 0.11213, -2.35179], [2.78427, 0.60173, -4.05239], [2.76217, -2.83957, -2.93809], [1.03767, -3.16617, -2.93269], [1.73947, -2.12877, -1.69099], [-1.13843, -1.31687, -5.97309], [-2.28993, -0.05167, -5.54499], [-2.82313, -1.71777, -5.67439], [-0.70733, -3.20957, -4.32109], [-2.40583, -3.36207, -3.92679], [-1.24923, -3.05317, -2.64099], [-3.23643, 0.08313, -3.17829], [-2.81933, -1.15887, -2.00349], [-3.79763, -1.56097, -3.40719], [0.48997, 2.28123, -1.73379], [0.62507, 3.48773, -3.00989], [1.78397, 2.17913, -2.92689], [-1.94463, 1.99713, -2.47029], [-2.30863, 1.75163, -4.18539], [-1.59143, 3.25523, -3.65309], [1.24197, 1.58363, -5.34599], [0.13267, 2.94353, -5.37209], [-0.43093, 1.34793, -5.84399], [-1.44223, 1.50723, 2.17731], [-0.72873, 2.45493, 1.84981], [0.40127, 2.39623, 1.31921], [-1.23613, 3.90893, 2.11221], [-0.14833, 4.77693, 1.58441], [0.38527, 5.60083, 2.70071], [-0.78483, 5.67503, 3.67211], [-1.34413, 4.25383, 3.60291], [-2.18453, 4.07523, 1.59801], [-0.44683, 5.35843, 0.80371], [0.52447, 3.99003, 1.24791], [0.71697, 6.57223, 2.33911], [1.21827, 5.06633, 3.16161], [-1.52303, 6.40083, 3.33211], [-0.47283, 5.94963, 4.67521], [-2.36783, 4.17403, 3.96131], [-0.71593, 3.58373, 4.19101], [3.48937, 2.92473, 2.51981], [2.31317, 2.71973, 3.88471], [3.48587, 2.67473, 5.27271], [4.24147, 2.14503, 2.57421], [3.96457, 3.89893, 2.58631], [2.91997, 2.83013, 1.60161], [4.13937, 3.54243, 5.21961], [4.06867, 1.75493, 5.23871], [2.89467, 2.70603, 6.18331]]}

---

{"formula": "C39H47N7O3PPdS2", "method": "ωB97M-V/def2-TZVPD", "mol_weight_g_mol": 863.38, "lumo_energy_ev": -2.878, "max_force_ev_per_a": 0.83, "gap_ev": 6.91, "charge": 1, "species": ["Pd", "C", "N", "C", "C", "N", "C", "C", "C", "C", "C", "C", "N", "C", "N", "C", "C", "N", "C", "C", "N", "C", "C", "H", "H", "H", "H", "H", "H", "H", "H", "H", "H", "H", "H", "H", "H", "H", "H", "H", "H", "H", "H", "H", "H", "H", "H", "H", "H", "H", "H", "O", "S", "O", "O", "C", "C", "C", "C", "C", "C", "P", "C", "C", "C", "C", "C", "C", "C", "C", "C", "C", "C", "C", "H", "H", "H", "H", "H", "H", "H", "H", "H", "H", "H", "H", "H", "H", "S", "C", "N", "C", "C", "C", "C", "H", "H", "H", "H", "H"], "xyz": [[0.13725, 0.28233, -0.13768], [3.88190, -1.17884, -2.29647], [2.62522, -1.75571, -1.82674], [1.54896, -1.79193, -2.80137], [2.34958, -1.93372, -0.52169], [1.07366, -1.92816, -0.09256], [0.82071, -2.83551, 0.98234], [1.24306, -4.15916, 0.88313], [1.04570, -5.05856, 1.91811], [0.40958, -4.62859, 3.07306], [-0.04751, -3.32529, 3.17117], [0.11478, -2.41074, 2.12558], [-0.23690, -1.06197, 2.19605], [-1.23768, -0.66315, 2.93252], [-2.36896, -1.39304, 3.22256], [-2.93080, -1.43298, 4.55997], [-2.88479, -2.39509, 2.31709], [-1.20114, 0.58992, 3.46174], [0.05471, 1.31864, 3.49347], [-2.39662, 1.37618, 3.70474], [3.39397, -2.11126, 0.32138], [4.55198, -2.91185, -0.04114], [3.31586, -1.77546, 1.73624], [3.65120, -0.38675, -3.00460], [4.50412, -1.93258, -2.78224], [4.42297, -0.73135, -1.46809], [1.98206, -1.86734, -3.79730], [0.93626, -0.88573, -2.76324], [0.92605, -2.66941, -2.64115], [1.76451, -4.47513, -0.01579], [1.39739, -6.07775, 1.83025], [0.27087, -5.30833, 3.90348], [-0.51872, -2.99380, 4.08852], [-2.36865, -0.78468, 5.22619], [-2.87850, -2.45480, 4.94957], [-3.97909, -1.12283, 4.56746], [-2.41614, -2.28436, 1.34497], [-3.96375, -2.25582, 2.20657], [-2.69945, -3.41082, 2.67915], [0.88123, 0.62729, 3.63189], [0.02513, 2.02809, 4.32115], [0.23957, 1.86109, 2.56032], [-3.27179, 0.86352, 3.31500], [-2.31132, 2.33974, 3.19908], [-2.53990, 1.57139, 4.77016], [4.40883, -3.37638, -1.01321], [4.66855, -3.70413, 0.70263], [5.46669, -2.31624, -0.06093], [2.48794, -1.09765, 1.91502], [4.24110, -1.26680, 2.01155], [3.20185, -2.67594, 2.34728], [1.89935, 0.87423, 0.74986], [2.82162, 1.56099, -0.22180], [4.19259, 1.44667, 0.17492], [2.44619, 1.15764, -1.56604], [2.30518, 3.24586, -0.08729], [3.16652, 4.20737, 0.40456], [2.72761, 5.52017, 0.51837], [1.43608, 5.85256, 0.14874], [0.57198, 4.87865, -0.33684], [0.99572, 3.55914, -0.46804], [-0.14117, 2.29561, -1.12921], [-1.77020, 3.04792, -0.88013], [-2.23079, 3.16312, 0.43180], [-3.46333, 3.73188, 0.69310], [-4.24967, 4.18821, -0.35887], [-3.79699, 4.07892, -1.66379], [-2.55602, 3.51164, -1.92916], [0.10253, 2.23880, -2.91993], [0.92660, 3.16510, -3.55116], [1.07871, 3.13018, -4.93005], [0.40977, 2.17421, -5.67934], [-0.41434, 1.24990, -5.05255], [-0.56815, 1.27760, -3.67515], [4.16859, 3.91843, 0.69055], [3.39757, 6.28022, 0.89725], [1.09368, 6.87494, 0.23417], [-0.43555, 5.15418, -0.61958], [-1.61134, 2.79956, 1.24363], [-3.81795, 3.81965, 1.71187], [-5.21649, 4.63037, -0.15783], [-4.40622, 4.43957, -2.48168], [-2.20570, 3.43511, -2.94989], [1.46298, 3.90231, -2.96908], [1.72521, 3.84815, -5.41633], [0.53146, 2.14977, -6.75422], [-0.93630, 0.50511, -5.63929], [-1.21327, 0.56172, -3.18171], [-2.08380, -0.08067, -0.66580], [-2.31751, -1.71517, -1.14873], [-1.31197, -2.60072, -1.18695], [-1.47428, -3.90053, -1.50760], [-2.70277, -4.39023, -1.83740], [-3.78546, -3.49792, -1.82656], [-3.60097, -2.18121, -1.48986], [-0.34423, -2.27650, -0.89772], [-0.57350, -4.49819, -1.47260], [-2.82561, -5.43089, -2.09411], [-4.77453, -3.85136, -2.08659], [-4.42334, -1.48065, -1.47110]]}